DFT (the ωB97M-V functional and the def2-TZVPD basis) results for a cluster of 3 separate species, C23H40BCl2N5O7S2 in total at a distorted geometry.

The energy above the lowest of the compared OMol25 structures with the same formula, charge and spin is 0.0 kcal/mol.

```
! wB97M-V def2-TZVPD RIJCOSX def2/J DEFGRID3
* xyz 0 1
C 1.8732 4.4700 3.7291
B 1.7445 3.6845 2.3492
O 2.8096 3.7663 1.4719
N 0.5297 2.9234 1.9821
C -0.5563 3.0223 2.8272
N -1.2956 4.0412 3.0738
C -1.0162 5.3757 2.4503
O -1.0987 6.3366 3.2329
O -0.6879 5.4376 1.2685
N -0.9067 1.7975 3.4485
C -0.5462 0.7580 2.4966
C -0.3648 -0.6835 2.9740
C -0.8574 -1.6719 1.8837
C -0.7913 -3.1402 2.3853
S 0.2862 -4.1874 1.3498
C -0.1722 -3.7362 -0.3253
S -1.7216 -3.8626 -0.7960
N 0.8595 -3.3115 -1.1620
C 2.2169 -3.3366 -0.8086
C 2.8076 -2.8776 -1.9368
N 1.9130 -2.5433 -2.9329
C 0.7515 -2.8156 -2.4255
C 0.6615 1.4578 1.7672
C 2.0336 0.8127 1.7120
Cl 2.6155 0.4150 0.0939
C 2.8128 0.4901 2.7462
C 2.4106 0.8043 4.1699
Cl 4.3565 -0.2806 2.5147
H 2.9318 4.5911 3.9791
H 1.4811 5.4887 3.5435
H 1.2840 4.0230 4.5395
H 2.9351 4.7095 1.2959
H -2.0876 3.9896 3.7004
H -0.6320 1.6853 4.4143
H -1.2965 0.6613 1.6986
H -0.9902 -0.8643 3.8619
H 0.6653 -0.9594 3.2293
H -0.2811 -1.5000 0.9650
H -1.8972 -1.3898 1.6631
H -1.7993 -3.5630 2.3794
H -0.3548 -3.1199 3.3897
H 2.6356 -3.6456 0.1332
H 3.8857 -2.7839 -2.0278
H -0.1725 -2.6504 -2.9641
H 0.3439 1.3566 0.7166
H 1.4434 1.3051 4.2191
H 3.1472 1.5223 4.5630
H 2.4341 -0.0978 4.7907
C 4.2479 3.4918 -1.8997
O 3.8453 3.9439 -3.1806
C 4.9108 3.9690 -4.1168
C 4.8470 2.7825 -5.0566
O 5.0969 1.5626 -4.3722
C 3.9133 0.8263 -4.1069
H 3.3520 3.3098 -1.3076
H 4.8206 2.5628 -1.9623
H 4.8493 4.2599 -1.3995
H 5.8783 4.0042 -3.6059
H 4.8059 4.8891 -4.7009
H 5.6281 2.8906 -5.8158
H 3.8800 2.7505 -5.5673
H 3.5278 0.3834 -5.0309
H 3.1418 1.4516 -3.6508
H 4.1658 0.0224 -3.4161
C -5.9151 -3.0308 -0.2211
O -5.2471 -3.6040 -1.3301
C -5.5356 -4.9857 -1.4929
C -6.5361 -5.2172 -2.6058
O -7.8158 -4.6993 -2.2711
C -8.0933 -3.4640 -2.9082
H -5.8047 -1.9486 -0.2840
H -6.9801 -3.2753 -0.2208
H -5.4600 -3.3769 0.7142
H -5.8938 -5.4212 -0.5550
H -4.5953 -5.4817 -1.7553
H -6.6547 -6.2948 -2.7546
H -6.1743 -4.7834 -3.5426
H -8.2883 -3.6240 -3.9739
H -7.2716 -2.7538 -2.7890
H -8.9881 -3.0443 -2.4501
*
```


DFT (the ωB97M-V functional and the def2-TZVPD basis) results for a structure of composition C2H4AgMgO2 at a distorted geometry.

The energy above the lowest of the compared OMol25 structures with the same formula, charge and spin is 0.0 kcal/mol. Its expectation value of S² is 0.7658.

```
! wB97M-V def2-TZVPD RIJCOSX def2/J DEFGRID3
* xyz 2 2
O 1.5007 0.1403 0.4115
C -0.1135 -0.0891 0.8623
C -0.9855 -0.3574 -0.3348
O 0.0802 0.1007 -1.1883
Mg 1.7102 -1.0500 -1.1677
Ag 1.3793 2.4856 -0.6604
H -0.4388 0.7772 1.4517
H -0.0676 -0.9142 1.5841
H -1.8395 0.3192 -0.4439
H -1.2256 -1.4123 -0.5146
*
```


DFT (the ωB97M-V functional and the def2-TZVPD basis) results for a structure of composition C24H34GaN4O3S at a distorted geometry.

The energy above the lowest of the compared OMol25 structures with the same formula, charge and spin is 7.1 kcal/mol.

```
! wB97M-V def2-TZVPD RIJCOSX def2/J DEFGRID3
* xyz 1 1
Ga 11.2129 11.3709 8.2635
N 12.6353 13.6871 12.5700
C 11.2214 13.2021 12.7074
C 10.2957 13.6812 11.6409
C 10.8820 13.5118 10.3131
O 10.9123 12.2552 9.8099
O 11.3796 14.4992 9.7538
H 12.9894 13.8289 13.5344
H 12.6170 14.6334 12.2386
H 10.8428 13.4029 13.6991
H 11.2483 12.0625 12.6924
H 10.3290 14.7405 11.8181
H 9.2820 13.1632 11.7486
C 6.7249 10.2789 10.4024
C 6.7849 10.3627 8.8985
N 7.1136 11.6876 8.3538
C 6.2111 12.8596 8.6689
C 4.7446 12.5026 8.3945
C 8.2994 11.9028 7.8229
S 9.2930 10.4507 7.5352
N 8.6582 13.0987 7.4732
C 9.8359 13.4610 6.8982
O 11.0385 12.9160 7.0624
C 9.8884 14.6795 6.0753
C 9.0532 15.7177 6.4294
C 9.1955 16.9332 5.8049
C 10.1087 17.0257 4.7735
C 10.8864 15.9781 4.3124
C 10.8424 14.8064 5.0290
H 6.3035 9.3074 10.7075
H 6.0686 11.0595 10.7525
H 7.7569 10.3599 10.8583
H 5.9097 10.0498 8.3508
H 7.5950 9.7017 8.5934
H 6.6192 13.7093 8.1395
H 6.2583 13.0890 9.7541
H 4.6333 12.3994 7.3019
H 4.0925 13.3180 8.6502
H 4.3608 11.6334 8.8552
H 8.3798 15.5981 7.2760
H 8.5906 17.7623 6.0650
H 10.1425 18.0785 4.3208
H 11.6423 16.1404 3.5311
H 11.3576 13.9242 4.7062
C 14.4391 14.9982 8.8009
N 13.6256 13.9379 8.1999
C 13.8997 13.9810 6.7947
C 14.0502 12.5876 8.8788
C 14.1320 11.3735 7.9691
C 15.3819 10.9902 7.5575
C 15.5646 9.7522 6.9961
C 14.5101 8.8858 6.9260
C 13.2400 9.3131 7.2900
C 12.9634 10.5122 7.8704
H 13.8991 15.8931 8.4444
H 15.3738 14.9150 8.3112
H 14.4199 14.9650 9.8657
H 12.6439 13.9976 8.3513
H 14.9875 14.0353 6.6004
H 13.4147 14.8608 6.4490
H 13.4797 13.2171 6.2160
H 13.3354 12.4501 9.6648
H 15.0345 12.7122 9.3084
H 16.1518 11.7951 7.6337
H 16.5713 9.4364 6.6324
H 14.5938 7.9046 6.4333
H 12.4152 8.5941 7.0886
*
```


DFT (the ωB97M-V functional and the def2-TZVPD basis) results for the molecule C6H9ClN4O2 at a distorted geometry.

Its structure (SMILES) is CN(C)[C@@H](Cl)n1cnc([N+](=O)[O-])c1. The energy above the lowest of the compared OMol25 structures with the same formula, charge and spin is 115.5 kcal/mol.

```
! wB97M-V def2-TZVPD RIJCOSX def2/J DEFGRID3
* xyz 0 1
C 2.4093 -0.4081 0.5452
N 1.7089 0.4121 -0.4302
C 2.7089 1.1840 -1.2614
C 0.5109 1.0409 0.0035
Cl -0.3177 1.9092 -1.3369
H 3.3747 -0.7320 0.1254
H 2.5716 0.1624 1.4737
H 1.7580 -1.2565 0.8186
H 3.6480 0.6381 -1.2484
H 2.3921 1.3218 -2.3017
H 2.9049 2.1908 -0.8703
H 0.5388 1.3678 1.0753
N -0.8554 0.1651 0.2665
C -1.4376 0.1668 1.4924
N -2.5644 -0.5161 1.6403
C -2.7320 -0.9879 0.3440
N -3.8198 -1.7530 -0.0373
O -3.8484 -2.1004 -1.2519
O -4.7036 -2.0689 0.7730
C -1.7321 -0.6037 -0.5309
H -0.9117 0.7212 2.2726
H -1.6035 -0.8535 -1.5615
*
```


DFT (the ωB97M-V functional and the def2-TZVPD basis) results for the molecule C6H13NO at a distorted geometry.

Its structure (SMILES) is CC[C@@]1(C)CCN1O. The energy above the lowest of the compared OMol25 structures with the same formula, charge and spin is 69.9 kcal/mol.

```
! wB97M-V def2-TZVPD RIJCOSX def2/J DEFGRID3
* xyz 0 1
C 1.1115 -0.7578 -0.2617
C -0.7197 -1.5139 1.2763
C 1.7761 0.3142 -1.1189
C -0.1723 -0.3435 0.4671
C -0.1359 0.9917 1.1956
H 0.8649 -1.6094 -0.9038
H 1.8163 -1.1074 0.4981
H -1.6671 -1.2368 1.7333
H -0.0179 -1.7889 2.0612
H -0.8853 -2.3763 0.6322
H 1.0942 0.6698 -1.8874
H 2.6552 -0.1038 -1.6090
H 2.0947 1.1646 -0.5178
H -0.6582 0.9943 2.1474
H 0.8206 1.4986 1.2626
C -1.0724 1.5553 -0.0796
O -1.2167 -0.1139 -1.8314
N -1.2676 0.1776 -0.4279
H -2.0054 -0.6430 -1.9985
H -0.3970 2.1489 -0.6903
H -2.0180 2.0797 0.0525
*
```


DFT (the ωB97M-V functional and the def2-TZVPD basis) results for a cluster of 2 separate species, C2H3BrS in total at a distorted geometry.

The energy above the lowest of the compared OMol25 structures with the same formula, charge and spin is 68.3 kcal/mol.

```
! wB97M-V def2-TZVPD RIJCOSX def2/J DEFGRID3
* xyz 0 1
C -0.7127 0.4093 0.2512
C 0.4868 -0.2720 -0.2535
S -0.6076 0.1427 -1.5441
Br 2.2099 0.3876 -0.3336
H -1.3099 -0.2456 0.8860
H -0.5437 1.3980 0.4400
H 0.4771 -1.8200 0.5542
*
```


Q: Which of these has the highest energy above the lowest of the compared OMol25 structures with the same formula, charge and spin?
A: C6H9ClN4O2


Q: Look up the energy above the lowest of the compared OMol25 structures with the same formula, charge and spin of the fourth one.
A: 115.5 kcal/mol